1.
Entry from the OMol25 dataset: 2 unconnected molecules or ions with the total composition C3H9NO (ωB97M-V/def2-TZVPD).

Last column: Löwdin charge in e.
Cartesian coordinates (Å):
H (1.92445, -0.69428, -1.36760)  0.0598
O (-4.34193, 2.00383, 0.41187)  -0.1426
H (-2.47003, 1.46994, 0.02424)  0.0658
C (3.91906, -1.14437, 0.45442)  -0.0341
H (4.34656, -0.67450, -0.44243)  0.0531
H (-3.55275, 0.10010, -0.16705)  0.0761
C (2.61110, -1.40323, 0.45127)  -0.2678
C (-3.44274, 1.17394, -0.33422)  -0.1459
H (1.99663, -1.98943, 1.12896)  0.0910
N (1.58991, -1.30311, -0.62454)  -0.0016
H (0.75490, -0.88505, -0.23730)  0.0560
H (4.32611, -0.94617, 1.43691)  0.0437
H (-3.67754, 1.43521, -1.38141)  0.0823
H (-3.98373, 2.85712, 0.64689)  0.0642

The LUMO energy comes out at 0.69 eV. The HOMO energy is -8.8438 eV. Its net charge is 0.

2.
Entry from the OMol25 dataset: a molecular structure, C11H17HfN4 (ωB97M-V/def2-TZVPD).

Last column: Löwdin charge in e.
Cartesian coordinates (Å):
H (1.72411, 0.08915, -2.66581)  0.1257
H (0.72730, 2.67350, -0.50410)  0.1062
H (-0.09168, 4.87651, 0.15391)  0.1501
H (1.91962, -3.14647, 1.37278)  0.1529
C (-2.01233, 4.14898, 0.81434)  -0.1370
C (2.58242, -1.41141, -0.49835)  -0.1507
H (0.26636, -3.62937, -0.44302)  0.1170
N (1.48829, -1.22816, 0.52319)  -0.1399
C (-0.72157, 4.00609, 0.28291)  0.0275
C (-1.10061, 1.62282, 0.09939)  -0.3521
H (3.28399, -2.17624, -0.16087)  0.1527
H (-1.97070, -2.98456, -0.13693)  0.1328
H (3.13625, -0.47187, -0.55810)  0.1448
C (-0.04348, -3.26147, 0.53339)  -0.1876
N (-2.93505, 6.48956, 1.37089)  0.2730
C (-2.83502, 3.02976, 1.02277)  0.0299
C (-2.51051, 5.44705, 1.13536)  -0.1157
C (1.06171, -2.48551, 1.23798)  -0.1480
H (-0.27561, -4.13276, 1.14761)  0.1556
H (-3.04544, 0.92723, 0.83443)  0.1081
H (-1.69581, -2.26906, 1.27170)  0.1275
H (0.71954, -2.19632, 2.23375)  0.1463
N (-1.27466, -2.41402, 0.34946)  -0.0417
H (1.55608, -2.74084, -1.89093)  0.1171
H (0.83939, -1.05441, -3.35489)  0.1327
H (-3.82018, 3.15557, 1.45282)  0.1511
C (-0.27073, 2.75668, -0.07975)  -0.1037
Hf (-0.42537, -0.32357, -0.61133)  2.0551
N (1.16022, -0.73431, -2.43767)  -0.0448
C (-2.38709, 1.77675, 0.67064)  -0.0997
C (2.08319, -1.78853, -1.88625)  -0.1884
H (1.91140, -0.65170, 1.25206)  0.1475
H (2.95595, -1.89908, -2.53136)  0.1556

The LUMO energy (alpha / beta) comes out at -13.11 / -13.11 eV. The HOMO energy (alpha / beta) is -18.8678 / -18.8674 eV. Its net charge is +3.

3.
Entry from the OMol25 dataset: a molecular structure, C31H44BrN3P2Pt (ωB97M-V/def2-TZVPD).

Last column: Löwdin charge in e.
Cartesian coordinates (Å):
C (-1.36785, 2.18269, -3.25364)  -0.1163
C (-2.75539, 2.50722, -1.27011)  -0.2050
N (-0.56842, 0.60005, 6.69187)  0.2259
H (-1.67727, -3.68652, 1.20067)  0.0673
C (0.57458, -3.51358, -0.12848)  -0.3863
Pt (0.84271, 0.00639, -0.57142)  0.8102
H (4.15002, 1.45462, -4.12799)  0.0701
C (-0.50472, 3.42269, -1.33660)  -0.1532
H (6.38742, -0.60915, -1.65119)  0.0961
C (-0.27686, 0.57310, 5.55702)  -0.1305
H (-3.05902, 1.30308, 3.58992)  0.0999
H (-2.51518, -2.60842, -1.07707)  0.0913
C (0.06202, 0.50130, 4.15687)  -0.1871
C (-3.59833, 1.85751, 0.94438)  -0.0333
H (2.26526, 2.57386, -0.55603)  0.0333
C (0.20777, 1.65134, 3.37331)  0.0361
C (5.56871, 0.11728, -1.69956)  -0.1243
H (0.77276, -1.76530, 1.73277)  0.0825
H (-2.02760, -2.08700, 1.90790)  0.0649
H (4.45520, 3.78915, -0.72510)  0.0960
P (2.74240, 0.52138, -1.71125)  0.8157
P (-0.20939, -1.98791, -0.83758)  0.7998
C (2.37152, 0.31022, -3.50306)  -0.4283
H (0.43974, 2.36214, 1.32315)  0.1079
C (3.54123, 0.59660, -4.44456)  -0.1241
C (4.21032, 3.00275, -1.44881)  -0.1356
H (3.15709, 0.83097, -5.44441)  0.0930
H (0.73803, -2.28715, -3.01753)  0.0608
H (-5.39078, -0.10050, 0.19444)  0.1070
C (-2.60382, 2.06765, -2.61076)  -0.0091
H (4.18406, -0.28889, -4.53982)  0.0887
H (5.61622, 0.57873, -2.69250)  0.0666
H (2.38503, -4.63947, 0.12482)  0.0946
Br (1.32617, 3.33468, -3.52943)  0.8641
H (-4.69811, 1.58827, -0.88989)  0.1196
N (-4.98794, -1.41427, 3.26544)  0.0662
C (-4.17488, -0.51023, 3.81017)  -0.1327
C (2.08818, -3.64372, -0.23546)  -0.1305
H (-2.90757, 2.52257, 1.47313)  0.1050
H (-3.30924, -3.01992, 1.12891)  0.0829
H (-2.33686, -1.98867, -3.15744)  0.0767
H (1.51724, 0.95679, -3.75384)  -0.0216
H (-3.45590, 1.59902, -3.11297)  0.1300
H (2.60942, -2.90703, 0.38934)  0.0609
C (-1.72765, 3.29232, -0.69328)  -0.0350
H (5.79024, 0.87579, -0.94388)  0.0714
C (-2.24394, -2.75713, 1.06407)  -0.1200
H (2.44521, -3.54900, -1.26734)  0.0721
H (-1.23185, -0.60240, -3.29405)  0.0441
C (-1.31666, -1.68815, -3.42477)  -0.1282
H (3.60613, 1.68645, 0.15662)  0.0990
C (-4.14771, 0.79151, 1.75611)  -0.2211
H (4.08114, -1.42238, -2.10528)  0.0881
H (-1.86394, 3.75418, 0.28358)  0.1178
N (0.55446, 0.28381, 1.45064)  -0.1432
C (-1.96930, -2.08260, -0.27873)  -0.3457
C (-0.32072, 2.83380, -2.58676)  -0.6003
C (0.55280, -0.81844, 2.22674)  -0.1085
H (-2.34523, -1.04881, -0.26412)  0.0727
H (3.80573, 3.47745, -2.34567)  0.0253
H (0.08830, -4.34830, -0.65695)  0.1056
H (0.18338, 2.64634, 3.80959)  0.1425
H (-1.21360, 1.77575, -4.24965)  0.1138
H (4.13955, -0.91218, -0.41434)  0.0785
H (-3.87260, -0.66899, 4.84655)  0.1139
H (0.31789, 3.95713, -0.87560)  0.0979
C (4.21482, -0.54988, -1.44906)  -0.3605
H (0.22046, -1.67656, 4.16015)  0.1493
H (0.27607, -3.59040, 0.92338)  0.0620
H (-6.03904, -2.04679, 1.58671)  0.1184
C (0.40696, 1.51124, 2.00032)  -0.0763
C (-3.73084, 0.60648, 3.09836)  -0.0201
C (3.20258, 2.05459, -0.80438)  -0.4024
C (0.25935, -0.75080, 3.58306)  0.0367
H (-1.18102, -1.90969, -4.49116)  0.0933
C (-5.02023, -0.17818, 1.21318)  -0.0137
C (-0.27198, -2.45067, -2.61633)  -0.3838
H (2.03339, -0.73389, -3.58800)  0.0660
H (-0.46082, -3.53564, -2.64113)  0.1028
H (5.15000, 2.50842, -1.70524)  0.0520
C (-5.38834, -1.27351, 2.00506)  -0.1409
C (-3.81127, 2.00269, -0.40620)  -0.0191

As for the multiplicity: 3. The LUMO energy (alpha / beta) comes out at -6.64 / -8.48 eV. The HOMO energy (alpha / beta) is -13.0069 / -13.0106 eV. Its net charge is +2.

4.
Entry from the OMol25 dataset: a single C23H28FN3O5S molecule (ωB97M-V/def2-TZVPD).

Last column: Löwdin charge in e.
Cartesian coordinates (Å):
O (6.99326, -2.06736, -0.63745)  -0.0864
S (-5.29505, -1.41876, 0.39501)  0.6740
C (-1.08980, -2.99176, -0.17020)  -0.2616
C (3.30309, -0.79412, 0.77967)  -0.2138
H (-2.50855, 0.21499, 0.91139)  0.1051
C (-3.01866, 1.17894, 0.87007)  -0.1123
H (8.96005, -1.87079, -0.93032)  0.0920
F (0.17680, -3.41406, -0.33745)  0.0629
H (-5.56196, 0.03306, -1.81476)  0.1154
H (-0.85267, -2.79729, 1.94787)  0.1221
C (-1.91503, -2.89344, -1.27770)  0.0211
H (-1.08489, 3.47903, 0.16128)  0.1517
H (1.25564, -1.16993, 1.31198)  0.1083
C (1.95123, -0.32961, 1.25703)  -0.1155
O (-6.13018, -1.91870, -0.65482)  -0.2763
C (-3.21178, -2.44433, -1.09503)  -0.0576
C (4.70086, -2.40315, -0.33232)  0.0001
C (-2.83483, 1.76997, -0.53736)  -0.2210
H (-3.18885, 2.80590, -0.54888)  0.1499
H (2.03901, 0.14393, 2.23873)  0.1265
C (0.81257, 2.84246, -0.49852)  -0.2658
H (8.07163, -0.32891, -0.99141)  0.0947
H (-2.56566, 1.83356, 1.61742)  0.1246
H (4.29646, 0.97036, 1.45396)  0.1158
C (-2.81945, -2.23076, 1.27485)  -0.0630
C (-3.64348, -2.10150, 0.17249)  -0.2686
C (-1.52153, -2.68267, 1.10928)  0.0088
H (-3.90134, -2.36856, -1.92087)  0.1225
H (6.50071, 0.29609, 0.65221)  0.1019
H (-3.56439, 1.43993, -2.54023)  0.1298
C (-1.34214, 1.71639, -0.84585)  -0.4559
H (2.33857, 4.34588, -0.58688)  0.0881
O (1.84462, 2.46582, 1.66340)  0.0599
C (-5.05860, 0.74095, -1.15642)  -0.1774
C (-4.50352, 0.99139, 1.19094)  -0.1772
C (3.46091, -2.00956, 0.12409)  -0.0301
H (-1.53940, -3.15901, -2.25256)  0.1266
N (1.40367, 0.67069, 0.35786)  0.0970
N (-0.63791, 2.77104, -0.39987)  0.1236
C (4.41208, 0.02044, 0.95302)  -0.0257
N (-5.18668, 0.22348, 0.18288)  -0.2350
C (8.15591, -1.29240, -0.47798)  -0.0934
H (-4.63961, 0.46396, 2.13531)  0.1164
C (-3.60135, 0.94096, -1.57050)  -0.1197
H (-3.21026, -1.98638, 2.24991)  0.1209
H (-3.09826, -0.02132, -1.67092)  0.0936
C (5.66092, -0.36250, 0.49597)  -0.0156
H (8.38443, -1.12194, 0.57917)  0.0951
H (1.09009, 2.40942, -1.46587)  0.1520
O (-5.67097, -1.63157, 1.76068)  -0.2787
C (5.81601, -1.58412, -0.15066)  -0.2784
H (2.60935, -2.65537, -0.02732)  0.0980
H (-4.99383, 1.96938, 1.26185)  0.1336
C (1.42878, 1.98245, 0.63029)  -0.4572
C (1.27189, 4.28634, -0.39117)  -0.0395
H (1.09471, 4.65305, 0.61748)  0.0810
O (-0.82298, 0.77289, -1.41761)  0.0598
H (4.83528, -3.34650, -0.83720)  0.1173
H (0.74471, 4.91103, -1.10808)  0.0817
H (-5.59284, 1.69756, -1.19807)  0.1319
H (0.99321, 0.35503, -0.51182)  0.1219

The LUMO energy comes out at 0.51 eV. The HOMO energy is -8.3804 eV. Its net charge is 0.

> Among the records above, which one has the highest net charge?

C11H17HfN4